Computed, not measured: a structure of composition C38H40BrLiN7O3 in a non-equilibrium geometry, with the ωB97M-V functional and the def2-TZVPD basis.

Summary:
* LUMO: 0.0730 Ha
* calculated total energy: -4662.718535 Eh
* HOMO energy: -4.66 eV

Structure (ORCA input):
```
! wB97M-V def2-TZVPD RIJCOSX def2/J DEFGRID3
* xyz -1 1
Li 12.387 11.551 10.068
C 12.345 11.953 6.053
C 12.777 13.033 7.059
C 12.300 14.441 6.560
C 14.286 13.015 7.235
C 15.084 13.308 6.122
C 16.456 13.298 6.245
C 17.026 12.859 7.436
C 16.269 12.555 8.555
C 17.042 11.996 9.783
C 16.288 10.924 10.580
C 17.605 13.142 10.660
C 14.880 12.722 8.479
N 14.075 12.605 9.626
C 14.149 13.522 10.534
C 13.322 13.461 11.692
C 13.285 14.368 12.758
C 12.255 13.932 13.597
C 11.727 12.766 12.991
N 12.353 12.487 11.829
C 10.433 12.114 13.375
C 10.292 10.727 12.670
C 10.328 11.989 14.884
C 9.250 12.936 12.845
H 11.248 11.968 5.985
H 12.669 10.951 6.334
H 12.805 12.222 5.094
H 12.361 12.829 8.058
H 12.567 14.559 5.508
H 12.772 15.237 7.145
H 11.215 14.512 6.647
H 14.628 13.488 5.145
H 17.074 13.570 5.413
H 18.098 12.750 7.435
H 17.921 11.524 9.326
H 15.651 11.407 11.329
H 16.976 10.284 11.110
H 15.606 10.336 9.964
H 16.829 13.699 11.173
H 18.128 13.862 10.006
H 18.365 12.761 11.365
H 14.807 14.389 10.425
H 13.952 15.256 12.881
H 11.888 14.357 14.506
H 11.064 10.041 13.032
H 10.379 10.842 11.588
H 9.299 10.290 12.892
H 11.131 11.368 15.347
H 9.358 11.576 15.166
H 10.371 12.985 15.315
H 9.371 12.948 11.744
H 9.278 13.978 13.181
H 8.313 12.436 13.122
C 8.454 11.946 8.964
O 9.510 12.852 9.181
C 9.241 14.186 9.260
C 7.985 14.767 9.196
C 7.832 16.160 9.366
Br 6.091 16.886 9.328
C 8.925 16.929 9.556
C 10.201 16.376 9.624
C 10.391 15.002 9.482
O 11.577 14.427 9.554
C 11.366 17.233 9.783
N 12.611 16.774 9.778
C 13.421 17.895 9.826
C 14.802 17.931 9.889
C 15.402 19.182 9.902
C 14.611 20.369 9.822
C 13.222 20.329 9.808
C 12.645 19.059 9.817
N 11.332 18.621 9.805
H 7.938 12.136 8.014
H 7.708 11.950 9.773
H 8.883 10.971 8.927
H 7.099 14.149 9.101
H 8.790 18.000 9.596
H 12.272 15.099 9.765
H 15.342 17.024 9.872
H 16.486 19.250 9.952
H 15.064 21.370 9.756
H 12.675 21.271 9.749
H 10.452 19.132 9.802
O 12.052 10.106 8.869
N 10.853 9.702 8.686
C 10.682 8.566 8.024
C 11.750 7.812 7.527
N 12.722 7.307 7.191
C 9.350 8.130 7.801
N 8.258 7.827 7.592
*
```



Computed, not measured: a structure of composition Br3ClMgO4 in a non-equilibrium geometry, with the ωB97M-V functional and the def2-TZVPD basis.

Summary:
* LUMO: 0.1436 Ha
* calculated total energy: -8683.241004 Eh
* energy above the lowest of the compared OMol25 structures with the same formula, charge and spin: 69.3 kcal per mole
* HOMO energy: -3.72 eV

Structure (ORCA input):
```
! wB97M-V def2-TZVPD RIJCOSX def2/J DEFGRID3
* xyz -2 1
Mg -0.189 -0.631 -2.253
Br 2.661 -2.090 -2.473
Br -0.346 1.970 -4.022
Br -2.696 -2.377 -2.775
Cl 0.075 0.650 2.314
O -0.856 1.572 2.971
O -0.014 0.633 0.860
O 1.419 1.015 2.649
O -0.055 -0.742 2.727
*
```



Computed, not measured: a cluster of 2 separate species, C19H22NO3 in total in a non-equilibrium geometry, with the ωB97M-V functional and the def2-TZVPD basis.

Summary:
* LUMO: -0.1702 Ha
* calculated total energy: -1017.364513 Eh
* energy above the lowest of the compared OMol25 structures with the same formula, charge and spin: 37.1 kcal per mole
* HOMO energy: -11.52 eV

Structure (ORCA input):
```
! wB97M-V def2-TZVPD RIJCOSX def2/J DEFGRID3
* xyz 1 1
C -2.215 4.449 4.881
O -1.604 3.188 5.209
C -0.851 2.726 4.167
C -0.387 1.406 4.331
C 0.088 0.730 3.243
C 0.115 1.347 1.976
C 0.763 0.582 0.949
O 1.257 1.307 -0.027
C 2.398 0.885 -0.796
C -0.286 2.705 1.804
C -0.751 3.394 2.909
H -2.828 4.684 5.750
H -1.426 5.208 4.724
H -2.835 4.381 3.963
H -0.523 0.894 5.288
H 0.536 -0.268 3.292
H 1.308 -0.327 1.251
H 2.548 1.726 -1.487
H 3.285 0.740 -0.150
H 2.176 -0.037 -1.359
H -0.139 3.238 0.862
H -1.158 4.402 2.798
C 2.563 -4.361 -1.245
C 1.262 -3.698 -1.619
N 1.028 -2.502 -0.915
C -0.077 -1.643 -1.082
C -0.579 -1.398 -2.444
C -1.950 -1.135 -2.663
C -2.448 -0.960 -3.956
C -1.577 -0.956 -5.050
C -0.207 -1.162 -4.843
C 0.270 -1.420 -3.565
C -0.525 -0.919 0.019
O 0.497 -4.120 -2.472
H 3.303 -3.637 -0.892
H 2.420 -5.132 -0.479
H 2.954 -4.866 -2.128
H 1.555 -2.455 -0.049
H -2.608 -1.103 -1.795
H -3.525 -0.809 -4.099
H -1.967 -0.785 -6.055
H 0.500 -1.117 -5.667
H 1.329 -1.619 -3.434
H -1.314 -0.162 -0.157
H -0.373 -1.403 1.012
*
```



Computed, not measured: a structure of composition C37H33AsN8O6PRb, with the ωB97M-V functional and the def2-TZVPD basis.

Summary:
* LUMO: -0.0076 Ha
* calculated total energy: -4920.323948 Eh
* energy above the lowest of the compared OMol25 structures with the same formula, charge and spin: 17.4 kcal per mole
* HOMO energy: -7.98 eV

Structure (ORCA input):
```
! wB97M-V def2-TZVPD RIJCOSX def2/J DEFGRID3
* xyz 0 1
Rb 0.853 -0.264 -0.985
C -0.813 6.130 -0.648
N -0.510 4.820 -0.102
C -0.609 4.476 1.214
C -0.231 3.166 1.292
N 0.095 2.696 0.053
C -0.076 3.708 -0.774
P 0.212 3.798 -2.564
C -0.853 2.467 -3.194
N -0.935 1.214 -2.795
C -1.914 0.636 -3.549
C -2.431 1.553 -4.419
N -1.758 2.717 -4.190
C -1.979 3.967 -4.894
C 1.880 3.088 -2.697
N 2.350 1.973 -2.176
C 3.654 1.890 -2.570
C 3.982 2.978 -3.327
N 2.850 3.735 -3.413
C 2.731 4.987 -4.139
H -1.156 6.767 0.164
H -1.598 6.067 -1.400
H 0.070 6.580 -1.099
H -0.930 5.174 1.967
H -0.162 2.549 2.172
H -2.203 -0.393 -3.416
H -3.206 1.473 -5.161
H -2.774 3.814 -5.619
H -1.081 4.282 -5.423
H -2.278 4.755 -4.206
H 4.280 1.058 -2.295
H 4.903 3.261 -3.807
H 3.692 5.209 -4.597
H 2.463 5.802 -3.469
H 1.979 4.913 -4.924
O 1.796 -3.787 -3.269
C 1.311 -3.410 -2.201
O 1.799 -2.681 -1.299
C -0.113 -3.910 -1.930
C -1.107 -3.036 -1.521
C -2.399 -3.491 -1.312
C -2.739 -4.818 -1.461
C -1.734 -5.673 -1.873
C -0.445 -5.245 -2.134
N -2.072 -7.099 -2.058
O -1.175 -7.850 -2.379
O -3.231 -7.427 -1.898
N -3.447 -2.527 -0.944
O -3.205 -1.347 -1.126
O -4.471 -2.956 -0.455
H -0.914 -1.987 -1.362
H -3.742 -5.169 -1.277
H 0.299 -5.937 -2.500
C 1.736 -4.692 5.832
C 1.826 -3.326 6.053
C 1.654 -2.432 5.004
C 1.392 -2.899 3.721
C 1.329 -4.273 3.502
C 1.489 -5.166 4.551
As 1.125 -1.765 2.146
C 1.723 -0.010 2.781
C 1.128 0.710 3.818
C 1.608 1.961 4.172
C 2.671 2.525 3.476
C 3.256 1.831 2.430
C 2.786 0.568 2.092
C -0.808 -1.448 2.298
C -1.357 -0.258 1.818
C -2.732 -0.086 1.754
C -3.580 -1.105 2.165
C -3.044 -2.290 2.647
C -1.667 -2.462 2.710
H 1.867 -5.386 6.652
H 2.033 -2.950 7.047
H 1.741 -1.371 5.196
H 1.163 -4.649 2.498
H 1.433 -6.231 4.366
H 0.277 0.294 4.346
H 1.144 2.504 4.987
H 3.035 3.508 3.748
H 4.077 2.270 1.877
H 3.255 0.009 1.287
H -0.712 0.555 1.502
H -3.142 0.837 1.366
H -4.652 -0.981 2.093
H -3.700 -3.090 2.966
H -1.262 -3.394 3.088
*
```



Computed, not measured: an isolated molecule of C24H20N6 in a non-equilibrium geometry, with the ωB97M-V functional and the def2-TZVPD basis.

Summary:
* LUMO: 0.0135 Ha
* structure (SMILES): CCn1c2ccccc2c2cc(-c3nc4cc(-n5ccnn5)ccc4n3C)ccc21
* calculated total energy: -1255.096091 Eh
* energy above the lowest of the compared OMol25 structures with the same formula, charge and spin: 0.0 kcal per mole
* HOMO energy: -7.85 eV

Structure (ORCA input):
```
! wB97M-V def2-TZVPD RIJCOSX def2/J DEFGRID3
* xyz 0 1
C -5.058 3.791 -1.288
C -3.573 4.134 -1.564
N -2.824 2.909 -1.844
C -2.638 2.461 -3.154
C -3.157 2.850 -4.399
C -2.866 2.055 -5.557
C -2.141 0.881 -5.437
C -1.596 0.531 -4.235
C -1.885 1.296 -3.101
C -1.528 1.070 -1.718
C -0.629 0.125 -1.160
C -0.463 0.147 0.240
C 0.416 -0.815 0.924
N 1.120 -0.379 1.936
C 2.024 -1.389 2.236
C 3.012 -1.435 3.236
C 3.831 -2.592 3.397
N 4.834 -2.767 4.388
C 5.207 -1.832 5.321
C 6.261 -2.385 5.985
N 6.481 -3.660 5.478
N 5.626 -3.843 4.552
C 3.616 -3.664 2.483
C 2.604 -3.632 1.494
C 1.870 -2.476 1.355
N 0.802 -2.120 0.553
C 0.267 -2.914 -0.545
C -1.136 1.117 1.006
C -1.956 2.090 0.422
C -2.144 2.047 -0.953
H -5.120 3.105 -0.472
H -5.635 4.669 -1.022
H -5.524 3.342 -2.171
H -3.107 4.630 -0.710
H -3.490 4.821 -2.353
H -3.698 3.779 -4.559
H -3.184 2.343 -6.562
H -1.993 0.313 -6.321
H -0.991 -0.358 -4.170
H -0.124 -0.625 -1.724
H 3.105 -0.535 3.842
H 4.829 -0.862 5.510
H 6.810 -1.915 6.768
H 4.219 -4.565 2.488
H 2.448 -4.460 0.780
H -0.800 -2.765 -0.654
H 0.468 -3.962 -0.381
H 0.809 -2.597 -1.438
H -0.996 1.159 2.095
H -2.400 2.882 1.005
*
```



Computed, not measured: a cluster of 4 separate species, C4H17NO3 in total in a non-equilibrium geometry, with the ωB97M-V functional and the def2-TZVPD basis.

Summary:
* LUMO: 0.0206 Ha
* structure (SMILES): CC[C@H](C)N.O.O.O
* calculated total energy: -442.998330 Eh
* energy above the lowest of the compared OMol25 structures with the same formula, charge and spin: 49.5 kcal per mole
* HOMO energy: -8.53 eV

Structure (ORCA input):
```
! wB97M-V def2-TZVPD RIJCOSX def2/J DEFGRID3
* xyz 0 1
C 2.130 -0.803 -2.262
C 1.035 -0.522 -1.234
C -0.534 -0.395 -1.779
C -1.435 -0.022 -0.594
N -1.134 -1.382 -2.594
H 1.993 -1.809 -2.818
H 1.883 -0.064 -3.101
H 3.167 -0.835 -1.750
H 1.280 0.379 -0.718
H 1.026 -1.225 -0.457
H -0.365 0.514 -2.334
H -2.418 0.270 -0.984
H -1.537 -1.003 -0.099
H -1.283 0.917 0.008
H -0.606 -1.801 -3.361
H -1.854 -2.013 -2.260
O 1.725 1.373 4.555
H 1.726 2.305 4.555
H 1.530 1.150 5.472
O 0.887 -1.787 6.958
H 0.207 -1.300 6.604
H 1.721 -1.702 6.479
O -3.286 3.073 -2.675
H -2.468 2.906 -2.299
H -3.390 3.776 -3.313
*
```